--- P ---
{
  "formula": "CH5OS",
  "method": "ωB97M-V/def2-TZVPD",
  "orbital_gap_ev": 6.77,
  "charge": -1,
  "lumo_ev": 4.14,
  "homo_ev": -2.63,
  "elements": ["S", "H", "C", "O", "H", "H", "H", "H"],
  "xyz": [[-1.759, -1.725, -0.705], [-3.063, -1.951, -0.876], [0.872, 0.474, 0.631], [0.809, 1.456, -0.412], [1.898, 0.145, 0.778], [0.441, 0.976, 1.490], [0.246, -0.362, 0.327], [0.556, 0.987, -1.233]]
}



--- Q ---
{
  "formula": "CH5OS",
  "method": "ωB97M-V/def2-TZVPD",
  "orbital_gap_ev": 6.78,
  "charge": -1,
  "lumo_ev": 4.27,
  "homo_ev": -2.51,
  "elements": ["C", "S", "H", "H", "H", "H", "H", "O"],
  "xyz": [[0.007, -1.434, -0.034], [0.219, -0.379, -1.864], [0.030, -0.654, 0.716], [-1.061, -1.758, -0.240], [0.799, -2.204, 0.082], [-0.674, 2.479, 0.777], [0.325, 1.573, -0.010], [0.355, 2.377, 0.574]]
}



Quick one: least stable of them? Q



--- P ---
{
  "formula": "C4H10O3",
  "method": "ωB97M-V/def2-TZVPD",
  "orbital_gap_ev": 6.37,
  "charge": -2,
  "lumo_ev": 7.02,
  "homo_ev": 0.65,
  "elements": ["C", "O", "C", "C", "C", "O", "H", "H", "H", "H", "H", "H", "H", "H", "H", "H", "O"],
  "xyz": [[-0.645, -0.049, 2.598], [-0.204, -0.749, 3.692], [-0.276, -0.896, 1.237], [-0.489, -0.032, 0.028], [0.519, -0.375, -1.014], [-0.065, 0.057, -2.249], [-1.788, -0.011, 2.686], [-0.149, 0.908, 2.654], [-0.799, -1.818, 1.376], [0.879, -0.818, 1.364], [-1.567, 0.143, -0.181], [-0.051, 0.910, 0.321], [0.564, -1.506, -1.026], [1.484, -0.017, -0.988], [0.604, 0.870, -2.672], [0.757, 1.595, -4.304], [1.225, 1.788, -3.524]]
}



--- Q ---
{
  "formula": "C4H10O3",
  "method": "ωB97M-V/def2-TZVPD",
  "orbital_gap_ev": 6.86,
  "charge": -2,
  "lumo_ev": 6.81,
  "homo_ev": -0.05,
  "elements": ["C", "O", "C", "C", "C", "O", "H", "H", "H", "H", "H", "H", "H", "H", "H", "H", "O"],
  "xyz": [[1.488, 2.119, -1.120], [2.283, 2.466, -2.131], [1.063, 0.601, -1.071], [0.794, 0.144, 0.384], [-0.296, -0.954, 0.509], [-1.318, -0.641, 1.446], [0.482, 2.640, -1.079], [1.808, 2.303, -0.055], [0.188, 0.320, -1.660], [1.890, -0.027, -1.425], [0.369, 0.989, 0.938], [1.640, -0.267, 0.939], [-0.719, -1.119, -0.483], [0.099, -1.904, 0.827], [-2.128, -1.149, 1.223], [-3.715, -3.156, 1.631], [-3.926, -2.364, 1.128]]
}



Quick one: least stable of them? P



--- P ---
{
  "formula": "C9H11O3",
  "method": "ωB97M-V/def2-TZVPD",
  "orbital_gap_ev": 7.69,
  "charge": -1,
  "lumo_ev": 3.15,
  "homo_ev": -4.54,
  "elements": ["C", "C", "O", "O", "H", "H", "H", "C", "C", "C", "C", "C", "C", "C", "O", "H", "H", "H", "H", "H", "H", "H", "H"],
  "xyz": [[-1.448, -0.841, -4.489], [-0.404, 0.073, -3.797], [-0.610, 0.361, -2.589], [0.553, 0.420, -4.516], [-0.912, -1.454, -5.208], [-2.240, -0.247, -4.954], [-2.021, -1.399, -3.741], [-0.605, -0.076, 4.045], [0.242, -0.469, 0.378], [1.270, 0.438, 0.215], [-0.270, -0.683, 1.649], [0.134, 0.064, 2.749], [1.769, 1.123, 1.321], [1.218, 0.924, 2.572], [1.808, 0.711, -0.999], [-0.109, -1.060, -0.456], [-1.078, -1.403, 1.749], [2.613, 1.784, 1.121], [1.170, 0.414, -1.687], [-0.086, 0.343, 4.917], [-0.890, -1.106, 4.272], [1.427, 1.573, 3.423], [-1.530, 0.510, 4.025]]
}



--- Q ---
{
  "formula": "C9H11O3",
  "method": "ωB97M-V/def2-TZVPD",
  "orbital_gap_ev": 7.37,
  "charge": -1,
  "lumo_ev": 3.44,
  "homo_ev": -3.92,
  "elements": ["C", "C", "C", "C", "C", "C", "C", "O", "H", "H", "H", "H", "H", "H", "H", "H", "C", "C", "O", "O", "H", "H", "H"],
  "xyz": [[3.451, 2.145, 1.568], [0.532, -0.703, 0.064], [0.085, 0.510, 0.580], [1.990, -1.088, 0.229], [1.072, 1.313, 1.152], [2.898, -0.184, 0.715], [2.454, 1.088, 1.240], [-0.115, -1.622, -0.618], [-1.191, -1.592, -0.848], [-0.844, 0.917, 0.517], [2.281, -2.017, -0.188], [0.736, 2.244, 1.426], [3.928, -0.482, 0.596], [3.740, 2.425, 0.480], [4.306, 1.975, 2.205], [2.851, 2.985, 2.066], [-4.705, -1.178, -1.533], [-3.112, -1.003, -1.517], [-2.486, -1.837, -0.772], [-2.592, -0.244, -2.286], [-5.039, -2.199, -1.842], [-4.959, -0.572, -2.505], [-5.283, -0.879, -0.727]]
}



Quick one: least stable of them? Q



--- P ---
{
  "formula": "C3H2O3",
  "method": "ωB97M-V/def2-TZVPD",
  "orbital_gap_ev": 8.92,
  "smiles": "O=CC(=O)C=O",
  "lumo_ev": -1.12,
  "homo_ev": -10.04,
  "elements": ["O", "C", "C", "O", "C", "O", "H", "H"],
  "xyz": [[0.328, 1.722, -0.632], [0.996, 0.808, -0.214], [0.326, -0.541, 0.041], [0.941, -1.572, 0.142], [-1.197, -0.454, 0.174], [-1.663, -0.109, 1.229], [2.085, 0.872, -0.037], [-1.815, -0.726, -0.702]]
}



--- Q ---
{
  "formula": "C3H2O3",
  "method": "ωB97M-V/def2-TZVPD",
  "orbital_gap_ev": 10.44,
  "lumo_ev": 0.54,
  "homo_ev": -9.90,
  "elements": ["C", "C", "C", "O", "O", "O", "H", "H"],
  "xyz": [[1.610, -1.049, 0.757], [-1.090, 0.741, -0.166], [-1.157, 0.396, -1.641], [1.710, -0.030, 1.278], [1.448, -2.106, 0.285], [0.024, 0.415, -1.125], [-1.274, 1.809, 0.189], [-1.270, -0.176, 0.423]]
}



--- R ---
{
  "formula": "C3H2O3",
  "method": "ωB97M-V/def2-TZVPD",
  "orbital_gap_ev": 8.41,
  "lumo_ev": -0.90,
  "homo_ev": -9.30,
  "elements": ["O", "C", "C", "O", "C", "O", "H", "H"],
  "xyz": [[1.392, -1.394, -0.736], [0.562, -0.953, 0.163], [-0.606, -0.160, -0.136], [-1.649, -0.674, -0.492], [-0.509, 1.302, 0.266], [0.529, 1.785, 0.645], [1.730, -1.774, 0.145], [-1.450, 1.869, 0.144]]
}



--- S ---
{
  "formula": "C3H2O3",
  "method": "ωB97M-V/def2-TZVPD",
  "orbital_gap_ev": 9.24,
  "smiles": "O=C=COC=O",
  "lumo_ev": -0.06,
  "homo_ev": -9.30,
  "elements": ["C", "C", "C", "O", "O", "O", "H", "H"],
  "xyz": [[1.545, 0.424, -0.033], [-1.954, -0.158, 0.073], [-0.634, -0.265, 0.099], [0.260, 0.786, 0.057], [2.490, 1.107, -0.079], [-3.097, -0.072, -0.078], [1.509, -0.633, 0.102], [-0.120, -1.189, -0.141]]
}



Quick one: least stable of them? R



--- P ---
{
  "formula": "C4H12NO3",
  "method": "ωB97M-V/def2-TZVPD",
  "orbital_gap_ev": 7.41,
  "charge": -1,
  "lumo_ev": 3.78,
  "homo_ev": -3.63,
  "elements": ["C", "C", "C", "O", "N", "C", "O", "H", "H", "H", "H", "H", "H", "H", "H", "H", "H", "H", "H", "O"],
  "xyz": [[1.595, -0.883, 0.619], [0.177, -0.444, 1.080], [0.238, 1.098, 1.201], [0.257, 1.240, 2.633], [-1.015, -0.977, 0.282], [-1.496, 0.068, -0.700], [-0.469, 0.615, -1.292], [1.702, -0.673, -0.442], [1.842, -1.939, 0.900], [2.343, -0.346, 1.174], [-0.017, -1.015, 2.173], [1.147, 1.637, 0.946], [-0.630, 1.600, 0.780], [-0.700, 1.253, 2.832], [-0.692, -1.893, -0.217], [-2.318, -0.380, -1.456], [-2.135, 0.631, -0.044], [-0.035, -0.094, -2.611], [1.251, -1.009, -2.998], [0.495, -0.601, -3.367]]
}



--- Q ---
{
  "formula": "C4H12NO3",
  "method": "ωB97M-V/def2-TZVPD",
  "orbital_gap_ev": 7.30,
  "charge": -1,
  "lumo_ev": 3.76,
  "homo_ev": -3.53,
  "elements": ["C", "C", "C", "O", "N", "C", "O", "H", "H", "H", "H", "H", "H", "H", "H", "H", "H", "H", "H", "O"],
  "xyz": [[-0.226, 0.318, -0.438], [-0.846, 0.812, 0.868], [-0.026, 0.256, 2.062], [1.320, 0.456, 1.974], [-0.613, -1.094, -0.672], [-0.299, -1.594, -1.957], [-1.509, -1.771, -2.727], [-0.585, 0.854, -1.316], [0.854, 0.443, -0.431], [-0.783, 1.887, 0.879], [-1.846, 0.393, 0.851], [-0.459, 0.700, 2.987], [-0.319, -0.812, 2.131], [-0.215, -1.630, 0.096], [0.170, -2.577, -1.889], [0.292, -0.878, -2.509], [-2.199, -1.535, -2.094], [3.227, 2.081, 0.596], [1.777, 1.548, 1.147], [2.285, 2.143, 0.440]]
}



--- R ---
{
  "formula": "C4H12NO3",
  "method": "ωB97M-V/def2-TZVPD",
  "orbital_gap_ev": 7.31,
  "charge": -1,
  "lumo_ev": 3.70,
  "homo_ev": -3.61,
  "elements": ["C", "C", "C", "O", "N", "C", "O", "H", "H", "H", "H", "H", "H", "H", "H", "H", "H", "H", "H", "O"],
  "xyz": [[-1.048, 1.225, -0.363], [0.438, 0.895, -0.342], [1.115, 1.644, 0.793], [2.462, 1.280, 1.016], [0.744, -0.536, -0.258], [0.025, -1.265, 0.837], [-1.115, -1.872, 0.432], [-1.550, 0.719, -1.195], [-1.298, 2.292, -0.420], [-1.530, 0.835, 0.547], [0.930, 1.240, -1.244], [1.149, 2.705, 0.534], [0.533, 1.645, 1.715], [2.496, 0.317, 1.129], [0.365, -0.975, -1.090], [0.784, -1.968, 1.251], [-0.220, -0.536, 1.635], [-1.517, -2.404, -0.855], [-0.990, -2.476, -2.301], [-1.773, -2.767, -1.821]]
}



Quick one: least stable of them? P



--- P ---
{
  "formula": "C8H13NO2",
  "method": "ωB97M-V/def2-TZVPD",
  "orbital_gap_ev": [8.41, 8.41],
  "lumo_ev": [0.40, 0.40],
  "homo_ev": [-8.01, -8.01],
  "elements": ["C", "C", "C", "C", "C", "C", "C", "C", "N", "O", "O", "H", "H", "H", "H", "H", "H", "H", "H", "H", "H", "H", "H", "H"],
  "xyz": [[3.362, -0.918, -1.481], [3.186, -1.614, -0.291], [1.313, -0.780, -0.901], [-2.484, 0.471, 1.007], [-1.136, 1.873, -0.568], [0.037, 0.562, 1.209], [-1.077, -0.634, -0.642], [-1.217, 0.518, 0.177], [2.189, -0.251, -1.697], [1.796, -1.570, 0.077], [-1.186, -1.870, -0.284], [4.149, -0.591, -2.121], [3.845, -2.059, 0.410], [-2.383, -0.443, 1.627], [-3.326, 0.486, 0.410], [-2.601, 1.294, 1.662], [-1.854, 2.094, -1.399], [-0.047, 1.842, -0.852], [-1.444, 2.647, 0.214], [0.150, -0.495, 1.671], [1.019, 0.777, 0.746], [-0.212, 1.130, 2.075], [-1.042, -0.533, -1.671], [-1.036, -1.936, 0.622]]
}



--- Q ---
{
  "formula": "C8H13NO2",
  "method": "ωB97M-V/def2-TZVPD",
  "orbital_gap_ev": [8.14, 8.14],
  "lumo_ev": [0.20, 0.21],
  "homo_ev": [-7.94, -7.94],
  "elements": ["C", "C", "C", "C", "C", "C", "C", "C", "N", "O", "O", "H", "H", "H", "H", "H", "H", "H", "H", "H", "H", "H", "H", "H"],
  "xyz": [[-0.904, 0.629, -0.673], [1.444, 0.911, -0.242], [0.174, 0.365, 0.056], [4.518, -2.045, -0.970], [-3.155, 1.310, 0.208], [0.572, -2.003, 0.721], [-2.281, 0.191, -0.340], [0.267, -0.592, 1.135], [1.822, 1.707, -1.201], [2.925, 2.317, -1.214], [5.006, -2.168, 0.044], [-0.867, 1.221, -1.558], [2.171, 0.901, 0.468], [-3.371, 1.998, -0.604], [-2.724, 1.964, 0.938], [-3.918, 0.833, 0.835], [0.185, -2.691, 1.520], [1.588, -2.372, 0.573], [0.215, -2.306, -0.249], [-2.723, -0.209, -1.293], [-2.221, -0.691, 0.352], [0.866, -0.340, 1.985], [-0.797, -0.811, 1.508], [1.208, 1.883, -2.002]]
}



Quick one: least stable of them? P



--- P ---
{
  "formula": "C2H3NOS2",
  "method": "ωB97M-V/def2-TZVPD",
  "orbital_gap_ev": 8.39,
  "smiles": "O=CNSC=S",
  "lumo_ev": -0.79,
  "homo_ev": -9.18,
  "elements": ["C", "C", "H", "H", "H", "N", "O", "S", "S"],
  "xyz": [[1.749, -0.452, -0.376], [-1.999, 0.131, 0.034], [1.081, -1.339, -0.771], [1.078, 1.255, 1.110], [-1.791, 1.327, -0.478], [0.806, 0.542, 0.182], [3.039, -0.462, -0.248], [-0.438, -0.614, 0.723], [-3.526, -0.389, -0.176]]
}



--- Q ---
{
  "formula": "C2H3NOS2",
  "method": "ωB97M-V/def2-TZVPD",
  "orbital_gap_ev": 8.62,
  "smiles": "NC(=O)C1SS1",
  "lumo_ev": -0.26,
  "homo_ev": -8.88,
  "elements": ["C", "C", "N", "O", "S", "S", "H", "H", "H"],
  "xyz": [[0.311, 0.312, 0.777], [-0.067, 0.762, -0.906], [0.026, -1.055, 1.087], [0.460, 1.185, 1.571], [0.428, -0.390, -2.112], [-1.525, 0.193, -1.728], [0.302, 1.742, -0.983], [-0.069, -1.556, 0.248], [0.134, -1.192, 2.045]]
}



--- R ---
{
  "formula": "C2H3NOS2",
  "method": "ωB97M-V/def2-TZVPD",
  "orbital_gap_ev": [6.09, 6.11],
  "lumo_ev": [-3.20, -3.20],
  "homo_ev": [-9.29, -9.31],
  "elements": ["C", "C", "N", "O", "S", "S", "H", "H", "H"],
  "xyz": [[-0.949, -0.962, 0.238], [0.968, 0.062, -0.531], [-0.669, -1.485, 1.328], [-0.379, -0.401, -0.797], [1.991, -1.242, 0.048], [1.007, 1.641, 0.439], [-2.013, -1.135, -0.204], [1.354, 0.390, -1.584], [1.345, 1.181, 1.512]]
}



Quick one: least stable of them? R